A cluster of 2 separate species, C3H9NO2S in total, computed with the ωB97M-V functional and the def2-TZVPD basis.

```
16
C3H9NO2S | OMol25 | the ωB97M-V functional and the def2-TZVPD basis
C -3.138 0.592 0.028
C 2.139 -1.110 -0.670
C -2.017 -0.142 -0.631
N 1.732 0.255 1.442
O 2.666 1.552 -0.490
O -0.852 0.173 -0.785
S 1.621 0.587 -0.236
H -2.839 0.403 1.073
H -3.076 1.659 -0.095
H -4.060 0.159 -0.155
H 2.998 -1.092 -1.307
H 2.505 -1.587 0.334
H 1.300 -1.600 -1.169
H -2.308 -1.203 -1.006
H 0.835 0.412 1.969
H 2.495 0.940 1.696
```

Energy above the lowest of the compared OMol25 structures with the same formula, charge and spin in kcal per mole: 82.6
Total energy in eV: -19674.830
2S+1: 1